8 unconnected molecules or ions with the total composition C23H62O8. Source: OMol25; level of theory: ωB97M-V/def2-TZVPD.

**Strongest force on any atom**: 3.6 eV Å⁻¹
**⟨S²⟩**: 0.751
**Spin multiplicity**: 2
**Electronic energy**: -1515.2808 Ha
**HOMO-LUMO gap (spin up / spin down)**: 1.630 / 9.908 eV
**Net charge**: -1

Cartesian coordinates (Å):
C 8.58056 5.04959 3.63835
C 8.26469 5.07122 2.10105
O 6.87584 4.64243 1.94940
H 8.00102 5.79985 4.17625
H 9.58257 5.40351 3.88089
H 8.57504 4.07742 4.13126
H 8.95414 4.39290 1.59842
H 8.34054 6.06378 1.65699
H 6.84764 3.77218 1.54509
C 13.37144 5.43074 -5.22771
C 13.17679 6.05483 -3.83222
C 13.67961 7.48215 -3.72263
O 11.81499 5.82330 -3.34746
H 12.79626 6.08825 -5.87960
H 13.05099 4.38937 -5.19673
H 14.42186 5.46873 -5.51627
H 13.84480 5.49406 -3.17846
H 14.71837 7.51262 -4.05149
H 13.67106 7.89572 -2.71417
H 13.23226 8.12181 -4.48342
H 11.21834 6.11870 -4.03908
C 15.01617 8.60295 0.68713
C 14.61395 7.48476 1.69062
C 15.52102 7.33798 2.92675
O 13.23741 7.75962 2.06752
H 16.03702 8.47422 0.32742
H 14.91940 9.56075 1.19836
H 14.45652 8.51251 -0.24385
H 14.56294 6.56461 1.10855
H 16.55948 7.43742 2.61081
H 15.39576 6.33937 3.34529
H 15.32712 8.11229 3.66901
H 13.31005 8.48615 2.69081
C 9.42652 9.99660 -0.63875
C 10.17677 9.07598 0.26069
C 10.67260 7.82896 -0.50837
O 11.37741 9.63606 0.79841
H 10.08498 10.41718 -1.39878
H 8.85093 10.77022 -0.13051
H 8.73713 9.34471 -1.17531
H 9.63470 8.66989 1.11471
H 11.30064 7.92994 -1.39350
H 9.85025 7.18746 -0.82510
H 11.27738 7.26481 0.20161
H 11.84201 8.92718 1.24924
C 6.96107 8.99082 2.37103
C 6.24498 9.44796 3.63547
C 7.02271 10.42800 4.54460
O 5.10084 10.12244 3.30401
H 7.87975 8.53854 2.74462
H 7.34721 9.81050 1.76513
H 6.32877 8.27749 1.84238
H 5.84548 8.56133 4.12780
H 7.74035 9.89940 5.17204
H 6.44623 10.99211 5.27777
H 7.56892 11.07249 3.85584
H 4.56000 10.18519 4.09467
C 10.24168 10.33768 4.41219
C 10.73777 11.73007 4.25043
C 9.64874 12.67832 3.77277
O 11.22348 12.30967 5.38569
H 9.56997 9.99999 3.62297
H 9.71846 10.05431 5.32545
H 10.96457 9.54057 4.23856
H 11.51416 11.85664 3.49591
H 8.85043 12.95846 4.46003
H 9.03970 12.21980 2.99371
H 10.04818 13.63756 3.44352
H 10.48185 12.52241 5.95695
C 8.83123 9.02354 -5.06103
C 9.38229 7.71793 -4.65008
C 8.25898 6.93383 -3.86066
O 9.95227 6.97949 -5.71032
H 8.32223 9.60563 -4.29279
H 8.06092 8.85255 -5.81302
H 9.53958 9.69674 -5.54387
H 10.15282 7.72436 -3.87914
H 8.53646 5.89655 -3.67317
H 7.29508 6.84560 -4.36188
H 8.26147 7.41611 -2.88317
H 10.52114 7.67204 -6.05436
C 11.73857 1.33885 -1.58311
C 11.60555 2.85209 -1.75970
C 12.30049 3.66601 -0.71679
O 12.04292 3.18418 -3.07709
H 12.76264 0.97389 -1.66173
H 11.09779 0.91143 -2.35435
H 11.31280 1.14847 -0.59793
H 10.52130 2.96260 -1.74266
H 12.05326 4.72760 -0.72109
H 13.37892 3.57370 -0.84552
H 12.15808 3.33145 0.31078
H 12.07724 4.12717 -3.25372

Atoms 1-3, force components in eV/Å:
C 0.721 1.007 -0.587
C -0.751 -0.895 1.759
O 0.697 0.326 -0.161

These are the Mulliken partial charges, in e, on atoms 1 to 2: -1.213 0.449

13 unconnected molecules or ions with the total composition C23H63Cl12O20P3. Source: OMol25; level of theory: ωB97M-V/def2-TZVPD.

**Strongest force on any atom**: 2.8 eV Å⁻¹
**Electronic energy**: -8965.4450 Ha
**HOMO-LUMO gap**: 9.642 eV
**Net charge**: 0

Cartesian coordinates (Å):
C 12.92697 19.01184 -5.92572
O 12.64581 17.84119 -5.17312
P 11.70523 18.00105 -3.89131
O 12.16533 19.09040 -3.01087
O 10.29396 18.19201 -4.53651
C 9.42078 17.25538 -5.15507
O 11.70440 16.52255 -3.28738
C 11.02865 16.22084 -2.04928
H 13.85104 19.47575 -5.57168
H 12.05869 19.66074 -6.01125
H 13.27828 18.67248 -6.90530
H 8.96774 17.64303 -6.05585
H 8.60664 16.98206 -4.47540
H 9.96674 16.31800 -5.26475
H 11.25391 16.86066 -1.20105
H 11.24715 15.16414 -1.91560
H 9.96312 16.32497 -2.28795
C 5.88020 18.98463 -2.90124
O 5.84784 20.30086 -2.33754
P 4.81981 21.37193 -2.95443
O 4.86469 21.57224 -4.41930
O 5.26860 22.69489 -2.12365
C 4.54406 23.88160 -2.41507
O 3.37587 20.95691 -2.38937
C 3.28971 20.34981 -1.09908
H 5.77669 18.35766 -2.01427
H 6.81112 18.79497 -3.43686
H 5.09711 18.83009 -3.64718
H 5.21425 24.73642 -2.34979
H 3.78660 24.05530 -1.64061
H 3.99835 23.83217 -3.35770
H 3.39660 19.26867 -1.18708
H 2.27551 20.51079 -0.73049
H 3.96558 20.79898 -0.37324
C 14.41608 21.73600 1.14343
O 15.66210 21.12977 0.76424
P 15.76462 20.13528 -0.46907
O 17.15514 19.71028 -0.66118
O 15.12779 20.91370 -1.70711
C 15.78040 22.06640 -2.24320
O 14.68616 19.02246 -0.16056
C 14.41856 17.95188 -1.08818
H 14.27496 21.68328 2.21800
H 13.58927 21.34974 0.55067
H 14.52060 22.79502 0.89304
H 15.92361 21.92595 -3.31195
H 16.78212 22.23070 -1.83997
H 15.14896 22.91757 -1.99774
H 13.41317 17.61154 -0.83790
H 15.01684 17.11987 -0.70638
H 14.54571 18.25298 -2.12086
C 11.32344 12.01367 -2.37644
C 10.23738 11.00327 -2.74628
O 9.07230 11.26106 -1.92623
O 11.97969 11.50370 -1.17281
H 10.80321 12.94376 -2.14762
H 12.19494 12.06070 -3.02135
H 10.47849 9.94303 -2.64151
H 9.93002 11.11814 -3.79423
H 8.37116 10.77382 -2.37247
H 11.33400 10.95467 -0.71754
C 11.51008 22.85123 -3.07077
C 10.69518 21.95611 -2.11571
O 9.96957 20.97283 -2.80179
O 12.65133 22.24853 -3.64902
H 11.85081 23.74346 -2.52469
H 10.81386 23.32281 -3.77046
H 10.05017 22.62556 -1.53851
H 11.36649 21.60371 -1.31771
H 10.58967 20.23456 -2.98337
H 12.92166 21.51892 -3.07892
C 14.68813 21.93527 -6.94280
C 13.21877 22.22752 -7.13044
O 13.05308 23.41302 -7.88835
O 15.22164 20.89135 -7.75189
H 14.83026 21.61219 -5.91174
H 15.25675 22.85665 -7.08202
H 12.74285 22.28542 -6.14259
H 12.72775 21.32946 -7.52424
H 12.18004 23.38754 -8.29444
H 15.44389 21.20114 -8.63706
C 17.93780 16.89005 -8.17902
C 17.19902 18.11205 -7.65505
O 15.83068 18.23145 -8.04036
O 17.89509 16.75087 -9.59655
H 17.73625 15.99179 -7.59885
H 18.98994 17.11707 -7.94225
H 17.66304 19.08452 -7.83940
H 17.19840 17.96913 -6.56508
H 15.62559 19.16561 -8.20723
H 17.67819 17.62513 -9.93083
C 5.67070 19.47223 -6.85560
Cl 6.18508 17.92034 -6.16595
Cl 4.15363 19.39184 -7.74638
H 5.66126 20.29494 -6.14222
H 6.44898 19.75549 -7.56226
C 7.10943 14.48934 -2.00862
Cl 5.73400 14.91706 -3.07350
Cl 7.45855 15.88858 -0.96750
H 6.78758 13.67200 -1.37189
H 7.97161 14.15074 -2.57340
C 7.90213 12.58189 -5.36866
Cl 8.15866 14.29872 -5.48466
Cl 6.42980 12.11623 -6.25379
H 8.73799 12.08436 -5.85114
H 7.85863 12.29104 -4.32285
C 10.61481 16.47810 -9.49401
Cl 11.60061 15.02120 -9.09117
Cl 9.15763 16.53643 -8.43915
H 11.19847 17.38481 -9.41842
H 10.25100 16.25827 -10.48836
C 8.93308 18.15432 1.39172
Cl 10.05660 19.04277 0.31732
Cl 7.78516 19.29010 2.09280
H 8.48115 17.32456 0.85509
H 9.57257 17.72593 2.15799
C 9.27017 21.03337 -5.52954
Cl 9.84000 20.68325 -7.17293
Cl 7.84166 21.99607 -5.49060
H 8.94178 20.08735 -5.10755
H 10.03286 21.47427 -4.89778

Atoms 1-3, force components in eV/Å:
C 1.195 -0.187 -0.906
O -0.438 -0.923 1.143
P 1.308 -0.955 -1.066

These are the Mulliken partial charges, in e, on atoms 1 to 2: -0.304 -0.481